(1)
The ion C16H13F2N2 with charge +1, computed with wB97M-V/def2-TZVPD.

```
33
Properties=species:S:1:pos:R:3:forces:R:3:mulliken_charge:R:1
F -3.06117 2.84762 -1.29367 0.467 -2.033 0.056 -0.30
C -2.83395 1.47519 -1.18649 0.097 0.763 -0.410 0.30
C -3.93072 0.61648 -1.20983 0.370 -0.068 0.349 -0.46
C -3.67319 -0.76101 -1.12315 -0.104 0.264 -0.561 -0.59
C -2.37328 -1.24542 -0.97321 1.010 0.759 0.499 -0.43
C -1.24925 -0.36852 -0.81834 -2.754 0.788 -1.190 0.17
C 0.02568 -0.88974 -0.28990 0.215 0.838 2.441 -0.48
C 1.31569 -0.36534 -0.77224 2.983 0.712 -0.940 0.37
C 2.42199 -1.25025 -0.99984 -1.068 0.653 0.388 -0.21
C 3.72627 -0.78271 -1.16302 0.159 0.404 -0.500 -0.56
C 4.00751 0.59297 -1.19626 -0.536 -0.062 0.304 -0.46
C 2.92597 1.46684 -1.08155 -0.079 0.756 -0.550 0.09
F 3.16671 2.83682 -1.21856 -0.507 -2.069 0.327 -0.29
C 1.60318 1.03027 -0.91668 0.240 -0.443 0.292 -0.60
N 0.02392 -0.48493 1.35389 -1.283 0.677 -0.519 0.25
C 0.91975 -0.84248 2.30227 0.600 0.121 1.973 -0.34
C 0.49264 -0.41658 3.55663 -0.105 -0.352 -1.472 -0.44
N -0.72377 0.18663 3.32014 -0.353 -0.123 -1.126 -0.04
C -0.97855 0.10507 1.96895 -1.007 0.932 1.863 -0.23
C -1.51088 1.02039 -1.09864 -0.142 -0.628 0.525 -0.33
H -4.94235 1.02614 -1.29177 0.432 -0.224 -0.010 0.46
H -4.50999 -1.45894 -1.24457 0.438 0.267 0.147 0.40
H -2.17301 -2.31040 -1.00199 -0.186 -0.027 0.341 0.47
H 0.02026 -1.91685 0.05468 -0.001 -0.670 -1.613 0.69
H 2.20580 -2.30958 -1.09171 0.165 -0.019 0.300 0.45
H 4.55049 -1.48312 -1.34866 -0.483 0.248 0.193 0.39
H 5.02001 0.99079 -1.31156 -0.427 -0.219 -0.011 0.45
H 0.81962 1.78709 -0.90199 0.786 -0.245 0.352 0.49
H 1.79682 -1.39343 2.08018 0.627 -0.223 -0.274 0.48
H 0.92493 -0.52607 4.54636 -0.090 0.051 -0.400 0.41
H -1.37557 0.58922 4.01887 0.787 -0.427 -0.836 0.27
H -1.91696 0.48446 1.57402 0.469 -0.165 -0.267 0.35
H -0.71464 1.74939 -1.24238 -0.717 -0.233 0.327 0.29
```
Forces are in eV/Å.

Calculated values
* E: -926.4759 a.u.
* orbital gap: 9.1567 eV
* structure (SMILES): Fc1cccc(C(c2cccc(F)c2)n2cc[nH+]c2)c1
* net charge: +1
* max |F|: 3.2 eV Å⁻¹

---

(2)
A cluster of 2 separate species, C16H13F2NS in total, computed with wB97M-V/def2-TZVPD.

```
33
Properties=species:S:1:pos:R:3:forces:R:3:mulliken_charge:R:1
S 0.89546 0.89017 2.78910 3.041 0.122 0.533 -0.54
C -0.64291 0.66742 2.48090 -5.036 -0.911 -1.053 0.27
N -1.79665 0.48823 2.24566 2.236 0.195 0.383 -0.59
C 7.20428 -4.31832 3.89453 0.419 0.012 0.429 -1.48
C 5.83764 -4.04941 3.38884 0.407 -0.224 -0.077 1.07
C 5.17436 -5.02997 2.64508 -0.645 0.349 -0.162 0.09
F 5.77812 -6.22804 2.44688 -0.417 0.695 0.096 -0.31
C 3.91787 -4.78354 2.13319 0.334 -0.727 -0.012 -0.82
C 3.27596 -3.54500 2.33118 0.284 -0.052 0.194 0.82
C 1.98702 -3.18114 1.86138 -0.117 -0.331 -0.273 -0.06
C 1.06321 -3.79075 0.97380 0.004 0.070 -0.047 0.82
C 1.29749 -4.93717 0.18994 0.140 -0.746 -0.648 -0.76
C 0.33323 -5.43348 -0.66133 0.519 0.416 0.579 0.09
F 0.57727 -6.53520 -1.41329 -0.087 0.641 0.455 -0.31
C -0.90541 -4.79506 -0.77181 -0.234 -0.308 -0.205 1.19
C -1.93626 -5.35828 -1.67492 -0.452 0.062 -0.369 -1.50
C -1.14594 -3.65209 -0.02128 0.065 -0.170 -0.002 -0.83
C -0.18983 -3.15933 0.82712 0.206 0.414 0.373 -0.73
C 3.96091 -2.58639 3.10726 -0.498 0.209 -0.096 -0.67
C 5.20805 -2.83351 3.61744 -0.003 -0.164 -0.143 -0.75
H 7.55176 -3.52615 4.55835 -0.095 -0.004 -0.077 0.38
H 7.23781 -5.25644 4.44861 0.037 -0.069 -0.085 0.34
H 7.91164 -4.39293 3.06869 0.009 -0.104 -0.062 0.32
H 3.41498 -5.58997 1.63784 -0.024 -0.228 -0.143 0.45
H 1.64008 -2.23810 2.25492 -0.168 0.432 0.157 0.23
H 2.25612 -5.41610 0.19030 0.181 -0.193 -0.060 0.43
H -2.81358 -4.71380 -1.73636 0.104 0.003 0.079 0.38
H -1.54380 -5.48445 -2.68413 0.043 -0.111 0.006 0.34
H -2.26556 -6.33491 -1.32055 0.071 -0.103 -0.026 0.33
H -2.09828 -3.15585 -0.10832 -0.104 0.102 -0.006 0.39
H -0.38698 -2.26732 1.39605 -0.132 0.351 0.170 0.51
H 3.48107 -1.64228 3.29804 -0.154 0.296 0.004 0.52
H 5.71517 -2.07837 4.19503 0.066 0.077 0.089 0.36
```
Forces are in eV/Å.

Calculated values
* E: -1270.0782 a.u.
* orbital gap: 2.8996 eV
* net charge: 0
* max |F|: 5.2 eV Å⁻¹

---

Copy entry 2 word for word.
A cluster of 2 separate species, C16H13F2NS in total, computed with wB97M-V/def2-TZVPD.

```
33
Properties=species:S:1:pos:R:3:forces:R:3:mulliken_charge:R:1
S 0.89546 0.89017 2.78910 3.041 0.122 0.533 -0.54
C -0.64291 0.66742 2.48090 -5.036 -0.911 -1.053 0.27
N -1.79665 0.48823 2.24566 2.236 0.195 0.383 -0.59
C 7.20428 -4.31832 3.89453 0.419 0.012 0.429 -1.48
C 5.83764 -4.04941 3.38884 0.407 -0.224 -0.077 1.07
C 5.17436 -5.02997 2.64508 -0.645 0.349 -0.162 0.09
F 5.77812 -6.22804 2.44688 -0.417 0.695 0.096 -0.31
C 3.91787 -4.78354 2.13319 0.334 -0.727 -0.012 -0.82
C 3.27596 -3.54500 2.33118 0.284 -0.052 0.194 0.82
C 1.98702 -3.18114 1.86138 -0.117 -0.331 -0.273 -0.06
C 1.06321 -3.79075 0.97380 0.004 0.070 -0.047 0.82
C 1.29749 -4.93717 0.18994 0.140 -0.746 -0.648 -0.76
C 0.33323 -5.43348 -0.66133 0.519 0.416 0.579 0.09
F 0.57727 -6.53520 -1.41329 -0.087 0.641 0.455 -0.31
C -0.90541 -4.79506 -0.77181 -0.234 -0.308 -0.205 1.19
C -1.93626 -5.35828 -1.67492 -0.452 0.062 -0.369 -1.50
C -1.14594 -3.65209 -0.02128 0.065 -0.170 -0.002 -0.83
C -0.18983 -3.15933 0.82712 0.206 0.414 0.373 -0.73
C 3.96091 -2.58639 3.10726 -0.498 0.209 -0.096 -0.67
C 5.20805 -2.83351 3.61744 -0.003 -0.164 -0.143 -0.75
H 7.55176 -3.52615 4.55835 -0.095 -0.004 -0.077 0.38
H 7.23781 -5.25644 4.44861 0.037 -0.069 -0.085 0.34
H 7.91164 -4.39293 3.06869 0.009 -0.104 -0.062 0.32
H 3.41498 -5.58997 1.63784 -0.024 -0.228 -0.143 0.45
H 1.64008 -2.23810 2.25492 -0.168 0.432 0.157 0.23
H 2.25612 -5.41610 0.19030 0.181 -0.193 -0.060 0.43
H -2.81358 -4.71380 -1.73636 0.104 0.003 0.079 0.38
H -1.54380 -5.48445 -2.68413 0.043 -0.111 0.006 0.34
H -2.26556 -6.33491 -1.32055 0.071 -0.103 -0.026 0.33
H -2.09828 -3.15585 -0.10832 -0.104 0.102 -0.006 0.39
H -0.38698 -2.26732 1.39605 -0.132 0.351 0.170 0.51
H 3.48107 -1.64228 3.29804 -0.154 0.296 0.004 0.52
H 5.71517 -2.07837 4.19503 0.066 0.077 0.089 0.36
```
Forces are in eV/Å.

Calculated values
* E: -1270.0782 a.u.
* orbital gap: 2.8996 eV
* net charge: 0
* max |F|: 5.2 eV Å⁻¹

---

Question: net charge of number 2 (C16H13F2NS)?
Answer: 0

---

Question: Which formula does entry 1 have?
Answer: C16H13F2N2